[1]
Density functional theory data (ωB97M-V with the def2-TZVPD basis set) for an isolated ion of composition CH2NO3P and charge -2 at a distorted geometry.

The geometry in XYZ format:
```
8
Properties=species:S:1:pos:R:3:forces:R:3
C -0.685 -0.006 -0.255 0.1 1.6 -3.5
N -1.518 -0.443 0.548 -1.0 -1.1 2.6
O 1.283 0.711 1.527 -0.4 0.1 0.7
O 1.605 -1.311 -0.048 -0.4 0.6 0.0
O 1.674 1.130 -0.936 -0.5 -0.4 0.0
P 1.153 0.152 0.134 1.5 -0.2 -0.9
H -0.997 0.385 -1.419 0.5 -0.9 2.3
H -2.515 -0.618 0.448 0.1 0.5 -1.2
```
Positions in Å, forces in eV/Å.

**Energy above the lowest of the compared OMol25 structures with the same formula, charge and spin**: 30.9 kcal per mole
**LUMO level**: 7.48 eV
**Strongest force on any atom**: 3.795 eV/Å
**Orbital gap**: 6.29 eV
**E_HOMO**: 0.0441 hartree
**SMILES string**: [H]/N=C/P(=O)([O-])[O-]
**Total charge**: -2


[2]
Density functional theory data (ωB97M-V with the def2-TZVPD basis set) for C3H9BrO3SSi in the gas phase at a distorted geometry.

The geometry in XYZ format:
```
18
Properties=species:S:1:pos:R:3:forces:R:3
C 1.400 -0.766 -1.078 -1.5 0.1 -0.2
C 0.195 2.142 -0.263 -0.5 0.0 -2.4
C 0.128 -0.098 2.630 -2.0 -1.8 1.2
O -1.372 -0.123 -1.153 0.5 0.0 0.9
O -2.183 -1.342 -3.017 0.4 -0.4 -2.8
O -0.311 -0.321 1.344 -0.6 -0.2 -2.6
Si 0.008 0.165 -0.200 0.5 0.9 -0.3
S -2.317 -1.294 -1.623 -1.7 1.1 2.0
Br -1.524 -3.231 -0.818 0.8 -0.5 0.4
H 1.936 0.043 -1.522 1.1 0.5 0.0
H 1.930 -1.342 -0.353 0.9 -0.2 0.4
H 1.161 -1.410 -1.940 -0.4 0.1 0.6
H -0.668 2.523 -0.968 1.6 -0.8 1.1
H -0.145 2.461 0.707 0.3 0.5 0.5
H 1.160 2.711 -0.660 -1.9 -1.6 1.2
H 0.284 0.906 2.782 0.5 2.6 0.5
H -0.737 -0.411 3.345 1.8 0.2 -1.0
H 1.054 -0.614 2.786 0.4 -0.6 0.6
```
Positions in Å, forces in eV/Å.

**LUMO level**: 0.24 eV
**Strongest force on any atom**: 2.959 eV/Å
**Orbital gap**: 9.94 eV
**E_HOMO**: -0.3562 hartree
**Total charge**: 0